No. 1
C24H29ClN4O | ωB97M-V with the def2-TZVPD basis set

The value obtained for the HOMO-LUMO gap is 8.54 eV. As for the energy above the lowest of the compared OMol25 structures with the same formula, charge and spin: 1.4822 eV. Its structure (SMILES) is O=c1c(Cl)c(N2CCN(c3ccccc3)CC2)cnn1[C@]12C[C@H]3C[C@H](C[C@H](C3)C1)C2. Its HOMO energy is -8.0 eV.

```
59
C24H29ClN4O, DFT ωB97M-V with the def2-TZVPD basis set
O 1.55 -0.55 -2.56
C 0.82 -0.64 -1.60
C -0.24 0.32 -1.32
Cl -0.27 1.57 -2.52
C -1.07 0.26 -0.22
N -2.13 1.05 0.09
C -2.39 1.46 1.45
C -2.01 2.93 1.66
N -2.75 3.75 0.73
C -3.04 5.08 1.04
C -2.42 5.76 2.09
C -2.78 7.06 2.40
C -3.75 7.71 1.66
C -4.36 7.05 0.61
C -4.02 5.75 0.31
C -2.47 3.37 -0.64
C -2.84 1.90 -0.84
C -0.77 -0.86 0.63
N 0.14 -1.73 0.41
N 0.92 -1.66 -0.65
C 1.89 -2.79 -0.68
C 2.83 -2.79 -1.88
C 3.76 -4.00 -1.80
C 4.59 -3.93 -0.52
C 3.65 -3.93 0.69
C 2.82 -5.21 0.69
C 2.00 -5.29 -0.60
C 2.94 -5.29 -1.80
C 1.07 -4.09 -0.69
C 2.72 -2.72 0.61
H -1.83 0.85 2.16
H -3.47 1.34 1.65
H -2.27 3.21 2.68
H -0.92 3.04 1.52
H -1.64 5.28 2.67
H -2.28 7.56 3.21
H -4.02 8.73 1.90
H -5.13 7.55 0.04
H -4.53 5.24 -0.50
H -3.04 3.99 -1.32
H -1.40 3.50 -0.86
H -2.63 1.59 -1.86
H -3.91 1.77 -0.64
H -1.36 -1.05 1.52
H 2.26 -2.83 -2.81
H 3.42 -1.87 -1.90
H 4.43 -3.99 -2.66
H 5.27 -4.78 -0.46
H 5.19 -3.02 -0.51
H 4.23 -3.87 1.61
H 3.48 -6.08 0.76
H 2.15 -5.22 1.55
H 1.41 -6.21 -0.60
H 2.37 -5.36 -2.73
H 3.61 -6.16 -1.76
H 0.48 -4.14 -1.61
H 0.38 -4.08 0.16
H 2.05 -2.70 1.46
H 3.30 -1.80 0.61
```

Per-atom Mulliken charges, elementary charge units: number 1, O, carries -0.74; number 2, C, carries 0.06; number 3, C, carries 0.64; number 4, Cl, carries -0.15; number 5, C, carries 0.85; number 6, N, carries 0.13; number 7, C, carries -1.06; number 8, C, carries -0.86; number 9, N, carries 0.24; number 10, C, carries 0.42; number 11, C, carries -0.30; number 12, C, carries -0.71; number 13, C, carries -0.46; number 14, C, carries -0.66; number 15, C, carries -0.21; number 16, C, carries -0.38; number 17, C, carries -1.31; number 18, C, carries -0.92; number 19, N, carries -1.25; number 20, N, carries 0.77; number 21, C, carries 1.20; number 22, C, carries -1.76; number 23, C, carries 0.40; number 24, C, carries -1.43; number 25, C, carries 0.55; number 26, C, carries -1.39; number 27, C, carries 0.55; number 28, C, carries -1.43; number 29, C, carries -1.47; number 30, C, carries -1.46; number 31, H, carries 0.41; number 32, H, carries 0.28; number 33, H, carries 0.60; number 34, H, carries 0.30; number 35, H, carries 0.36; number 36, H, carries 0.36; number 37, H, carries 0.38; number 38, H, carries 0.36; number 39, H, carries 0.39; number 40, H, carries 0.43; number 41, H, carries 0.23; number 42, H, carries 0.64; number 43, H, carries 0.33; number 44, H, carries 0.55; number 45, H, carries 0.51; number 46, H, carries 0.51; number 47, H, carries 0.25; number 48, H, carries 0.51; number 49, H, carries 0.48; number 50, H, carries 0.26; number 51, H, carries 0.51; number 52, H, carries 0.49; number 53, H, carries 0.26; number 54, H, carries 0.48; number 55, H, carries 0.51; number 56, H, carries 0.38; number 57, H, carries 0.49; number 58, H, carries 0.49; number 59, H, carries 0.38

***

No. 2
C24H29CsN6O6S2 | ωB97M-V with the def2-TZVPD basis set

The value obtained for the HOMO-LUMO gap is 5.28 eV. As for the energy above the lowest of the compared OMol25 structures with the same formula, charge and spin: 0.0000 eV. As for the charge: -2. Its HOMO energy is -1.6 eV.

```
68
C24H29CsN6O6S2, DFT ωB97M-V with the def2-TZVPD basis set
Cs -1.00 -1.18 2.29
N 1.51 2.73 5.17
C 1.82 1.29 5.31
C 0.57 0.41 5.30
O -0.29 0.70 4.38
N 0.52 -0.52 6.20
C -0.68 -1.34 6.19
C -0.75 -2.50 5.15
O 0.28 -3.15 4.92
O -1.89 -2.69 4.62
H 1.08 3.03 6.04
H 0.75 2.76 4.49
H 2.38 1.12 6.23
H 2.46 1.00 4.47
H -1.59 -0.74 6.03
H -0.75 -1.82 7.17
O -2.80 -0.90 -4.27
C -2.34 0.34 -4.04
C -2.12 1.18 -5.14
C -1.63 2.46 -4.96
C -1.35 2.93 -3.69
C -1.56 2.10 -2.60
C -2.04 0.81 -2.74
C -2.12 -0.06 -1.51
O -1.71 0.40 -0.43
N -2.59 -1.29 -1.76
N -2.60 -2.09 -0.64
C -2.71 -3.32 -0.86
S -2.74 -4.05 -2.49
C -2.88 -5.76 -1.88
C -2.21 -5.85 -0.52
S -2.83 -4.47 0.48
H -2.86 -1.33 -3.36
H -2.34 0.79 -6.12
H -1.46 3.09 -5.83
H -0.95 3.93 -3.55
H -1.33 2.43 -1.59
H -2.40 -6.41 -2.61
H -3.93 -6.03 -1.80
H -1.12 -5.77 -0.62
H -2.45 -6.77 -0.01
C 1.51 1.86 1.66
C 0.96 2.10 0.26
N 2.00 2.37 -0.73
C 2.68 3.66 -0.64
C 4.13 3.53 -0.21
C 2.27 1.61 -1.82
O 3.00 2.01 -2.72
C 1.66 0.25 -1.90
C 1.00 -0.16 -3.05
C 0.48 -1.44 -3.10
C 0.66 -2.27 -2.01
N 1.32 -1.91 -0.91
C 1.81 -0.68 -0.87
H 0.70 1.66 2.36
H 2.06 2.72 2.04
H 2.18 1.00 1.68
H 0.29 2.97 0.28
H 0.34 1.27 -0.07
H 2.13 4.26 0.07
H 2.63 4.15 -1.62
H 4.20 3.06 0.77
H 4.61 4.51 -0.15
H 4.68 2.93 -0.93
H 0.88 0.54 -3.87
H -0.10 -1.78 -3.95
H 0.23 -3.26 -2.01
H 2.34 -0.40 0.03
```

Per-atom Mulliken charges, elementary charge units: number 1, Cs, carries 0.96; number 2, N, carries -0.71; number 3, C, carries -0.50; number 4, C, carries 0.63; number 5, O, carries -0.89; number 6, N, carries -0.67; number 7, C, carries -0.04; number 8, C, carries 0.16; number 9, O, carries -0.68; number 10, O, carries -0.79; number 11, H, carries 0.31; number 12, H, carries 0.27; number 13, H, carries 0.32; number 14, H, carries 0.10; number 15, H, carries 0.19; number 16, H, carries 0.30; number 17, O, carries -0.77; number 18, C, carries 0.51; number 19, C, carries -0.69; number 20, C, carries -0.31; number 21, C, carries -0.73; number 22, C, carries -0.49; number 23, C, carries 0.47; number 24, C, carries 0.35; number 25, O, carries -0.64; number 26, N, carries -0.48; number 27, N, carries -0.61; number 28, C, carries 0.34; number 29, S, carries -0.14; number 30, C, carries -0.55; number 31, C, carries -0.65; number 32, S, carries -0.08; number 33, H, carries 0.68; number 34, H, carries 0.39; number 35, H, carries 0.35; number 36, H, carries 0.37; number 37, H, carries 0.44; number 38, H, carries 0.33; number 39, H, carries 0.30; number 40, H, carries 0.28; number 41, H, carries 0.38; number 42, C, carries -0.82; number 43, C, carries -0.62; number 44, N, carries 0.50; number 45, C, carries -0.89; number 46, C, carries -1.17; number 47, C, carries 0.32; number 48, O, carries -0.71; number 49, C, carries 0.42; number 50, C, carries -0.52; number 51, C, carries -0.34; number 52, C, carries -0.44; number 53, N, carries -0.63; number 54, C, carries 0.01; number 55, H, carries 0.30; number 56, H, carries 0.40; number 57, H, carries 0.02; number 58, H, carries 0.41; number 59, H, carries 0.10; number 60, H, carries 0.45; number 61, H, carries 0.47; number 62, H, carries 0.27; number 63, H, carries 0.40; number 64, H, carries 0.30; number 65, H, carries 0.49; number 66, H, carries 0.38; number 67, H, carries 0.41; number 68, H, carries 0.46

***

No. 3
C24H29F3N9O2TeTi | ωB97M-V with the def2-TZVPD basis set

The value obtained for the HOMO-LUMO gap (alpha / beta) is 7.15 / 7.14 eV. As for the energy above the lowest of the compared OMol25 structures with the same formula, charge and spin: 0.5692 eV. As for the charge: +1. Its HOMO energy (alpha / beta) is -10.6 / -10.6 eV.

```
69
C24H29F3N9O2TeTi, DFT ωB97M-V with the def2-TZVPD basis set
Ti 0.56 0.40 0.09
C 1.53 -1.91 -1.47
C 1.96 -2.17 0.01
N 0.96 -1.54 0.89
C 1.03 -1.43 2.37
C -0.28 -0.73 2.73
C -1.10 -0.93 3.81
C -2.36 -0.32 3.79
C -2.80 0.39 2.68
C -1.93 0.55 1.62
C -2.35 1.08 0.25
N -1.26 1.12 -0.79
C -1.50 0.37 -2.07
C -0.20 -0.25 -2.61
N 0.34 -1.02 -1.47
N -0.71 0.06 1.73
H 1.28 -2.86 -1.94
H 2.34 -1.44 -2.02
H 2.93 -1.72 0.21
H 2.02 -3.24 0.20
H 0.04 -1.99 0.70
H 1.91 -0.86 2.66
H 1.06 -2.40 2.86
H -0.82 -1.57 4.63
H -3.03 -0.47 4.62
H -3.82 0.76 2.63
H -2.79 2.07 0.35
H -3.13 0.39 -0.08
H -1.08 2.08 -1.01
H -1.95 1.03 -2.81
H -2.21 -0.43 -1.85
H 0.52 0.50 -2.93
H -0.45 -0.88 -3.46
H -0.46 -1.59 -1.15
F -3.55 -3.17 2.60
C -2.79 -3.49 1.55
F -1.56 -3.80 2.05
F -3.29 -4.60 1.00
C -2.72 -2.33 0.51
O -3.75 -1.72 0.29
O -1.58 -2.17 -0.01
C -0.17 4.17 -0.54
C 0.01 3.69 0.86
N 0.35 2.46 1.22
C 0.55 2.49 2.59
C 0.30 3.73 3.06
N -0.04 4.49 1.96
C -0.71 5.78 2.08
N -2.00 5.62 2.69
N -2.05 5.58 4.05
N -3.14 5.05 4.43
C -3.85 4.68 3.30
C -5.09 4.05 3.18
C -5.54 3.76 1.91
C -4.78 4.11 0.78
C -3.56 4.75 0.88
C -3.11 5.02 2.17
H 0.47 3.58 -1.19
H 0.15 5.21 -0.63
H -1.20 4.12 -0.88
H 0.88 1.63 3.14
H 0.31 4.15 4.05
H -0.81 6.24 1.10
H -0.12 6.43 2.72
H -5.67 3.80 4.06
H -6.49 3.27 1.77
H -5.19 3.90 -0.21
H -3.02 5.07 0.00
Te 2.74 1.29 -0.53
```

Per-atom Mulliken charges, elementary charge units: number 1, Ti, carries -1.16; number 2, C, carries -0.76; number 3, C, carries -0.71; number 4, N, carries 0.01; number 5, C, carries -0.87; number 6, C, carries -0.09; number 7, C, carries -0.98; number 8, C, carries -0.75; number 9, C, carries -1.04; number 10, C, carries 0.36; number 11, C, carries -0.43; number 12, N, carries 0.14; number 13, C, carries -0.81; number 14, C, carries -0.62; number 15, N, carries 0.24; number 16, N, carries 2.53; number 17, H, carries 0.40; number 18, H, carries 0.45; number 19, H, carries 0.40; number 20, H, carries 0.42; number 21, H, carries 0.17; number 22, H, carries 0.33; number 23, H, carries 0.57; number 24, H, carries 0.56; number 25, H, carries 0.46; number 26, H, carries 0.66; number 27, H, carries -0.31; number 28, H, carries 0.72; number 29, H, carries 0.10; number 30, H, carries 0.39; number 31, H, carries 0.43; number 32, H, carries 0.31; number 33, H, carries 0.47; number 34, H, carries 0.52; number 35, F, carries -0.26; number 36, C, carries 0.81; number 37, F, carries -0.24; number 38, F, carries -0.28; number 39, C, carries 0.08; number 40, O, carries -0.63; number 41, O, carries -0.73; number 42, C, carries -2.13; number 43, C, carries 0.98; number 44, N, carries 0.62; number 45, C, carries -0.83; number 46, C, carries -0.81; number 47, N, carries 0.30; number 48, C, carries -1.25; number 49, N, carries 0.62; number 50, N, carries -0.61; number 51, N, carries -0.53; number 52, C, carries 0.36; number 53, C, carries -0.72; number 54, C, carries -0.64; number 55, C, carries -0.62; number 56, C, carries -0.70; number 57, C, carries 1.06; number 58, H, carries 0.44; number 59, H, carries 0.58; number 60, H, carries 0.21; number 61, H, carries 0.56; number 62, H, carries 0.52; number 63, H, carries 0.50; number 64, H, carries 0.30; number 65, H, carries 0.47; number 66, H, carries 0.43; number 67, H, carries 0.45; number 68, H, carries 0.58; number 69, Te, carries 0.00

***

No. 4
C24H29FN3RhSSe | ωB97M-V with the def2-TZVPD basis set

The value obtained for the HOMO-LUMO gap (alpha / beta) is 6.85 / 5.53 eV. As for the energy above the lowest of the compared OMol25 structures with the same formula, charge and spin: 0.7190 eV. As for the charge: +1. Its expectation value of S² is 0.885. Its spin multiplicity is 2. Its HOMO energy (alpha / beta) is -10.7 / -10.1 eV.

```
60
C24H29FN3RhSSe, DFT ωB97M-V with the def2-TZVPD basis set
Rh -2.11 -1.23 -0.17
C -0.19 -4.15 -0.19
C 0.05 -3.56 -1.58
C -1.26 -3.19 -2.26
C 1.01 -2.38 -1.62
C 2.05 -2.45 -2.54
C 2.99 -1.44 -2.65
C 2.88 -0.32 -1.85
C 1.85 -0.19 -0.92
C 1.69 1.12 -0.19
C 3.01 1.68 0.36
C 1.07 2.13 -1.16
C 0.93 -1.24 -0.80
N -0.10 -1.16 0.20
C 0.32 -1.24 1.51
C 1.65 -1.49 1.90
C 2.01 -1.62 3.22
C 1.06 -1.52 4.23
C -0.27 -1.28 3.90
C -0.60 -1.14 2.57
F -1.90 -0.91 2.25
H -0.60 -5.16 -0.29
H -0.91 -3.58 0.40
H 0.74 -4.23 0.38
H 0.51 -4.34 -2.17
H -1.71 -2.32 -1.75
H -1.97 -4.02 -2.22
H -1.12 -2.90 -3.30
H 2.13 -3.32 -3.18
H 3.80 -1.52 -3.37
H 3.61 0.47 -1.94
H 1.01 0.99 0.65
H 3.64 2.08 -0.43
H 3.57 0.91 0.89
H 2.81 2.49 1.06
H 1.71 2.25 -2.03
H 0.93 3.10 -0.68
H 0.09 1.76 -1.49
H 2.40 -1.61 1.12
H 3.04 -1.82 3.48
H 1.34 -1.65 5.27
H -1.04 -1.22 4.65
S -5.42 -2.03 -0.21
C -3.91 -1.81 -0.18
C -1.94 3.67 -2.39
N -1.92 3.68 -0.93
C -1.77 4.81 -0.16
C -1.76 4.41 1.13
N -1.90 3.04 1.13
C -1.89 2.17 2.30
C -1.98 2.60 -0.14
Se -2.79 1.01 -0.78
H -1.80 4.69 -2.74
H -2.90 3.29 -2.74
H -1.15 3.04 -2.77
H -1.68 5.79 -0.58
H -1.66 4.97 2.04
H -1.64 2.77 3.17
H -1.15 1.39 2.17
H -2.87 1.72 2.43
```

Per-atom Mulliken charges, elementary charge units: number 1, Rh, carries -0.20; number 2, C, carries -1.45; number 3, C, carries 0.01; number 4, C, carries -0.49; number 5, C, carries 1.27; number 6, C, carries -0.92; number 7, C, carries -1.51; number 8, C, carries -0.56; number 9, C, carries -0.17; number 10, C, carries 1.64; number 11, C, carries -1.89; number 12, C, carries -1.17; number 13, C, carries -0.12; number 14, N, carries 1.39; number 15, C, carries 0.64; number 16, C, carries -0.40; number 17, C, carries -0.97; number 18, C, carries -0.56; number 19, C, carries -0.76; number 20, C, carries -0.16; number 21, F, carries -0.33; number 22, H, carries 0.49; number 23, H, carries 0.16; number 24, H, carries 0.35; number 25, H, carries 0.59; number 26, H, carries -0.28; number 27, H, carries 0.49; number 28, H, carries 0.37; number 29, H, carries 0.42; number 30, H, carries 0.42; number 31, H, carries 0.38; number 32, H, carries -0.29; number 33, H, carries 0.38; number 34, H, carries 0.41; number 35, H, carries 0.44; number 36, H, carries 0.43; number 37, H, carries 0.46; number 38, H, carries -0.04; number 39, H, carries 0.61; number 40, H, carries 0.47; number 41, H, carries 0.42; number 42, H, carries 0.54; number 43, S, carries -0.11; number 44, C, carries 0.15; number 45, C, carries -0.80; number 46, N, carries 0.34; number 47, C, carries -0.34; number 48, C, carries -0.47; number 49, N, carries 0.26; number 50, C, carries -0.78; number 51, C, carries -0.48; number 52, Se, carries 0.01; number 53, H, carries 0.32; number 54, H, carries 0.35; number 55, H, carries 0.31; number 56, H, carries 0.47; number 57, H, carries 0.45; number 58, H, carries 0.30; number 59, H, carries 0.17; number 60, H, carries 0.35